(1)
136
Properties=species:S:1:pos:R:3 method="wB97M-V/def2-TZVPD" homo_ev=-11.928 e_above_lowest_ev=0.000 gap_ev=9.121 charge=+1
C -5.33613 2.89214 0.13284
C -4.04023 2.57028 -0.58058
C -3.13042 1.48259 -0.02391
I -4.06493 0.13571 1.36893
N -1.90047 1.99274 0.71612
C -2.17810 3.13173 1.67433
C -1.74559 4.52182 1.23926
C -1.65474 5.35628 2.51807
N -0.40985 5.06781 3.20799
C -0.49281 5.12894 4.66834
O -0.51463 4.52569 0.54915
C 0.16030 3.29884 0.52864
C -0.67475 2.26313 -0.16457
O -1.15678 2.66229 -1.37871
C -0.12498 2.99059 -2.30997
C 0.85499 1.84628 -2.58609
N 0.22992 0.52482 -2.53853
C 0.97621 -0.52912 -1.84504
C 0.02641 -1.59229 -1.25234
C -0.30736 -1.37248 0.23478
O -1.13113 -1.70672 -2.05057
H -5.21106 3.09105 1.19126
H -5.75500 3.78807 -0.31059
H -6.06625 2.10536 0.00259
H -3.44671 3.46330 -0.70542
H -4.29020 2.25267 -1.58638
H -2.78354 0.83017 -0.80300
H -1.61973 1.20635 1.30130
H -3.22803 3.11105 1.92637
H -1.62326 2.89621 2.57470
H -2.47254 4.98700 0.58182
H -1.79077 6.40463 2.26665
H -2.46795 5.07329 3.18358
H 0.29258 5.72978 2.91273
H -1.14633 5.91953 5.02967
H 0.48917 5.30330 5.08424
H -0.85124 4.18165 5.05700
H 1.07467 3.44777 -0.03126
H 0.43963 2.96584 1.52779
H -0.13975 1.32208 -0.23081
H 0.40790 3.87370 -1.96246
H -0.63834 3.26673 -3.20986
H 1.70320 1.88331 -1.90845
H 1.26104 2.05712 -3.57158
H 0.06097 0.21816 -3.48504
H 1.56527 -0.07174 -1.05602
H 1.68530 -1.03113 -2.49797
H 0.52938 -2.54674 -1.32223
H -1.37620 -1.21530 0.35674
H 0.22209 -0.52073 0.65153
H -0.01805 -2.22844 0.82958
H -1.60396 -0.87168 -1.98962
C 3.08241 -7.19697 -0.45761
C 2.88944 -6.67098 0.94446
O 3.58832 -5.40823 1.13335
C 2.98497 -4.32795 0.70167
O 1.91491 -4.21829 0.17274
C 3.85920 -3.08947 1.01582
F 5.12810 -3.28759 0.67258
F 3.79302 -2.81555 2.32545
F 3.40728 -2.02700 0.34568
H 4.14313 -7.29647 -0.68512
H 2.61707 -8.17765 -0.54201
H 2.62714 -6.53642 -1.19403
H 3.33256 -7.32846 1.68650
H 1.83884 -6.52493 1.18693
C -3.09947 5.38437 -3.66661
C -3.85185 4.12320 -4.01880
O -4.05995 3.97359 -5.44760
C -3.07539 3.49034 -6.18044
O -1.99304 3.12304 -5.82053
C -3.53409 3.39168 -7.65667
F -4.15652 4.50186 -8.03692
F -4.38361 2.35762 -7.75908
F -2.48973 3.17329 -8.43814
H -3.58584 6.27807 -4.05416
H -3.04148 5.46412 -2.58029
H -2.08580 5.35212 -4.06225
H -4.85667 4.13466 -3.60239
H -3.32279 3.25133 -3.63614
C 6.49347 -3.97695 3.50303
C 6.24695 -3.27256 4.81627
O 6.48347 -4.15214 5.93844
C 7.74270 -4.29776 6.31453
O 8.71604 -3.77015 5.86562
C 7.79703 -5.28336 7.50836
F 7.02491 -6.34925 7.26388
F 7.33686 -4.67277 8.60941
F 9.03875 -5.68379 7.72030
H 5.89033 -4.88286 3.43725
H 6.24046 -3.31972 2.68018
H 7.54155 -4.25800 3.40488
H 5.20450 -2.98138 4.92116
H 6.86547 -2.38268 4.92112
C 3.36439 6.07649 -1.29906
C 2.65201 6.08532 -2.63161
O 1.24643 6.40542 -2.47547
C 0.96294 7.69603 -2.36589
O 1.71511 8.62166 -2.38922
C -0.56979 7.87469 -2.24053
F -1.07964 7.00262 -1.35358
F -1.13758 7.63083 -3.42994
F -0.86498 9.10112 -1.85400
H 2.87584 5.38615 -0.60987
H 4.39624 5.75711 -1.43786
H 3.37064 7.06891 -0.85189
H 2.65154 5.10080 -3.09395
H 3.09884 6.79493 -3.32482
C -6.42960 0.07893 -9.60695
C -6.57290 -0.01914 -8.10555
O -7.93246 -0.32629 -7.72054
C -8.28001 -1.60080 -7.78948
O -7.60428 -2.53080 -8.11725
C -9.74596 -1.75978 -7.31298
F -10.53231 -0.83122 -7.85870
F -9.78316 -1.62210 -5.97883
F -10.19866 -2.96117 -7.63449
H -7.12770 0.81360 -10.00720
H -5.41600 0.38893 -9.85855
H -6.62505 -0.88058 -10.08256
H -6.36929 0.93346 -7.62695
H -5.90837 -0.77316 -7.68595
C 4.05739 -7.01434 9.54006
C 4.92694 -8.14671 9.04484
O 4.24429 -9.41963 9.14274
C 3.40085 -9.69828 8.16733
O 3.13449 -9.03403 7.20737
C 2.78298 -11.10000 8.40333
F 2.39449 -11.24642 9.67069
F 3.69869 -12.03456 8.12160
F 1.73556 -11.26922 7.60642
H 3.72822 -7.20560 10.56110
H 4.62777 -6.08609 9.52548
H 3.17826 -6.89120 8.90923
H 5.81325 -8.26557 9.66227
H 5.24079 -7.99370 8.01539

=====

(2)
122
Properties=species:S:1:pos:R:3 method="wB97M-V/def2-TZVPD" homo_ev=-11.220 e_above_lowest_ev=0.000 gap_ev=8.143 charge=+1
C 4.46124 -0.03203 1.63795
C 5.20242 0.46816 0.38149
C 4.19911 0.48443 -0.77202
C 5.85542 1.82004 0.73624
C 6.21826 2.80276 -0.40590
C 7.69441 3.21486 -0.22861
C 5.43254 4.10808 -0.34476
O 4.08728 4.02715 -0.91470
C 3.09124 3.86947 -0.08103
C 2.83100 4.31955 1.17151
N 1.60080 3.82912 1.54391
S 0.88284 4.10244 3.07781
C 1.09574 3.09504 0.53880
P -0.47000 2.16344 0.59726
O -0.85637 1.80593 -0.89293
O -1.58885 3.20035 1.04343
S -0.21827 0.66039 1.73846
N 1.97890 3.14662 -0.44823
H 3.48938 0.46347 1.70336
H 4.26408 -1.09949 1.60660
H 5.00265 0.24081 2.54053
H 5.95858 -0.28525 0.17608
H 3.23540 0.82411 -0.40844
H 4.04255 -0.54031 -1.10557
H 4.52507 1.04289 -1.64496
H 5.26349 2.32237 1.50148
H 6.79138 1.55990 1.22672
H 6.14765 2.34167 -1.38658
H 7.94082 4.06907 -0.85116
H 8.33890 2.38495 -0.50516
H 7.87934 3.48051 0.80854
H 5.94083 4.85333 -0.94039
H 5.42287 4.48995 0.67091
H 3.44378 4.94782 1.78723
H 1.65292 3.23196 3.74903
H -0.53836 0.90225 -1.07742
H -1.23543 4.10253 1.08013
H 1.87603 2.67662 -1.33789
O -1.10677 -1.75680 -0.04629
C -2.20931 -2.12867 0.26035
O -2.59037 -3.40891 0.17794
C -3.99126 -3.54501 0.51252
C -4.31446 -2.31139 1.35000
C -3.36124 -1.27512 0.75077
H -4.55596 -3.58966 -0.41166
H -4.13187 -4.47665 1.05183
H -5.36574 -2.03326 1.30999
H -4.05224 -2.48848 2.39464
H -3.79752 -0.76240 -0.10918
H -3.00982 -0.54491 1.47612
O 7.24547 6.34726 0.49175
C 8.08861 7.16207 0.22785
O 7.92505 8.46877 0.48922
C 9.04145 9.22818 -0.02058
C 10.18226 8.22433 -0.13234
C 9.42897 6.93060 -0.44261
H 8.75584 9.64531 -0.98753
H 9.24867 10.04316 0.66682
H 10.92301 8.50160 -0.87817
H 10.68926 8.13216 0.82839
H 9.25927 6.79815 -1.51276
H 9.91020 6.04456 -0.03794
O -7.80652 1.11397 3.49318
C -6.75076 1.42235 3.03056
O -6.62096 1.92392 1.77650
C -5.23468 2.10812 1.45002
C -4.52195 2.21770 2.79552
C -5.38206 1.32016 3.68114
H -4.90338 1.24877 0.86195
H -5.12645 3.00818 0.84977
H -3.47141 1.93347 2.75936
H -4.57350 3.24707 3.15067
H -5.06236 0.27671 3.64949
H -5.42956 1.65400 4.71361
O -3.52817 6.07923 4.09936
C -3.94675 5.68833 5.15085
O -3.88289 4.38285 5.50233
C -4.54159 4.16947 6.76768
C -4.53813 5.53320 7.44841
C -4.62073 6.48247 6.25126
H -5.55279 3.80757 6.57120
H -3.99559 3.40978 7.32082
H -5.34340 5.65057 8.16936
H -3.59298 5.68273 7.97148
H -5.65031 6.67944 5.94924
H -4.10299 7.42333 6.41162
O 2.34886 -7.10151 -2.00606
C 1.33815 -6.56296 -1.66153
O 0.80787 -6.72722 -0.42830
C -0.45809 -6.04401 -0.33212
C -0.42006 -4.97544 -1.41418
C 0.44633 -5.64598 -2.47950
H -1.25506 -6.77257 -0.49579
H -0.55826 -5.63347 0.66895
H -1.40993 -4.68365 -1.75290
H 0.07978 -4.08390 -1.03499
H -0.14211 -6.26333 -3.16135
H 1.04776 -4.94493 -3.05120
O -4.53233 -5.19673 -1.95159
C -5.29467 -5.14089 -2.87884
O -6.62486 -5.00712 -2.69347
C -7.31097 -5.07667 -3.96010
C -6.26114 -4.70562 -4.99999
C -4.98207 -5.23910 -4.35257
H -7.68262 -6.09431 -4.09053
H -8.15607 -4.39374 -3.93445
H -6.46912 -5.12268 -5.98250
H -6.20603 -3.61992 -5.09848
H -4.80334 -6.28836 -4.60218
H -4.10082 -4.65334 -4.59887
O -3.76661 -7.78957 -5.62305
C -2.87124 -8.58700 -5.66537
O -2.81446 -9.55819 -6.59417
C -1.69254 -10.42812 -6.34304
C -0.72634 -9.59815 -5.50558
C -1.68687 -8.70110 -4.72539
H -2.05658 -11.30796 -5.80987
H -1.27749 -10.74153 -7.29682
H -0.07127 -10.20261 -4.88291
H -0.10142 -8.98804 -6.15848
H -2.02853 -9.16639 -3.79939
H -1.27913 -7.71719 -4.50968